[1]
ORCA calculation (ωB97M-V with the def2-TZVPD basis set) on a 11-piece molecular cluster, C45H58O23 overall in a non-equilibrium geometry.

HOMO	-8.7	eV
total charge	0
E_tot	-94674.551	eV
SMILES string	O=C1C=C(O)C(=O)C=C1O.O=C1C=C(O)C(=O)C=C1O.O=C1C=C(O)C(=O)C=C1O.O=C1C=C(O)C(=O)C=C1O.CC(C)=O.CC(C)=O.CC(C)=O.CC(C)=O.CC(C)=O.CC(C)=O.CC(C)=O
spin multiplicity	1
relative energy (zero: lowest compared OMol25 entry of this formula, charge and spin)	0.896	eV

Last column: Löwdin charge in e.
CARTESIAN COORDINATES (ANGSTROEM)
1 O -2.870 3.628 2.222  0.18
2 C -3.312 3.426 1.174  -0.44
3 C -2.993 2.221 0.347  0.11
4 C -3.449 2.100 -1.050  -0.20
5 O -3.494 0.985 -1.772  0.08
6 C -4.157 3.261 -1.695  -0.36
7 O -4.382 3.184 -2.897  0.09
8 C -4.544 4.403 -0.859  0.15
9 C -4.125 4.444 0.629  -0.08
10 O -4.373 5.653 1.294  0.11
11 H -2.668 1.270 0.715  0.08
12 H -3.316 0.106 -1.327  0.10
13 H -4.970 5.208 -1.246  0.06
14 H -3.908 5.928 2.006  0.05
15 O 0.874 0.941 -2.180  0.02
16 C 1.091 0.061 -1.237  -0.33
17 C 1.612 -1.230 -1.651  0.11
18 C 1.796 -2.306 -0.533  -0.13
19 O 2.509 -3.455 -0.881  0.11
20 C 1.429 -2.185 0.773  -0.44
21 O 1.323 -3.147 1.568  0.09
22 C 1.062 -0.830 1.196  0.11
23 C 0.800 0.277 0.125  -0.16
24 O 0.198 1.433 0.486  0.04
25 H 1.903 -1.293 -2.822  0.16
26 H 2.833 -3.558 -1.710  0.01
27 H 0.945 -0.832 2.379  0.16
28 H 0.376 2.186 -0.176  0.09
29 O -4.402 -1.705 5.068  0.04
30 C -4.005 -1.803 3.775  -0.27
31 C -4.945 -1.463 2.675  0.12
32 C -4.351 -1.267 1.297  -0.10
33 O -5.175 -0.911 0.226  0.10
34 C -2.924 -1.568 1.047  -0.32
35 O -2.570 -1.281 -0.097  0.09
36 C -2.203 -2.273 2.132  0.14
37 C -2.722 -2.321 3.533  -0.15
38 O -1.925 -2.758 4.564  0.20
39 H -6.010 -1.657 2.903  0.13
40 H -5.962 -0.468 0.301  0.08
41 H -1.318 -2.636 1.712  0.06
42 H -2.475 -2.850 5.132  -0.06
43 O -4.308 -1.853 -3.167  0.06
44 C -3.228 -1.447 -3.662  -0.40
45 C -3.361 -0.613 -4.834  0.12
46 C -2.016 0.020 -5.470  -0.07
47 O -1.898 1.186 -6.164  0.11
48 C -0.708 -0.609 -5.140  -0.36
49 O 0.302 -0.283 -5.776  0.11
50 C -0.741 -1.642 -4.124  0.07
51 C -1.898 -2.010 -3.389  -0.20
52 O -1.904 -2.937 -2.346  -0.01
53 H -4.231 -0.075 -4.796  0.07
54 H -2.689 1.659 -6.400  0.12
55 H 0.219 -2.411 -3.774  0.17
56 H -2.899 -3.341 -2.127  0.21
57 C 1.703 2.539 3.558  -0.02
58 C 3.011 3.310 3.656  -0.58
59 C 4.188 2.465 3.739  -0.03
60 O 2.924 4.479 3.861  0.09
61 H 1.917 1.999 4.418  0.05
62 H 1.540 1.978 2.621  0.07
63 H 0.776 3.101 3.821  0.09
64 H 5.058 3.127 3.698  0.09
65 H 4.399 1.763 2.802  0.13
66 H 4.322 2.045 4.699  0.08
67 C -0.715 -6.064 3.142  0.03
68 C -1.775 -6.052 2.019  -0.50
69 C -1.262 -5.565 0.636  0.02
70 O -2.861 -6.404 2.168  0.12
71 H -0.994 -5.262 3.890  0.11
72 H 0.098 -5.942 2.488  0.05
73 H -0.633 -6.905 3.594  0.01
74 H -2.059 -5.773 0.121  0.01
75 H -0.453 -6.077 0.323  0.05
76 H -1.175 -4.400 0.655  0.11
77 C 5.103 -0.949 0.358  0.00
78 C 6.144 -0.513 1.473  -0.48
79 C 7.473 0.166 1.045  -0.02
80 O 5.819 -0.815 2.567  0.07
81 H 3.983 -0.922 0.661  0.10
82 H 5.446 -1.805 -0.007  0.02
83 H 5.220 -0.193 -0.414  0.06
84 H 7.416 1.199 0.538  0.09
85 H 7.938 -0.501 0.233  0.10
86 H 8.015 0.206 1.957  0.05
87 C -1.663 0.672 6.484  0.03
88 C -2.325 1.272 5.212  -0.40
89 C -1.779 0.920 3.892  0.00
90 O -3.210 2.103 5.487  0.04
91 H -0.751 1.034 6.550  0.04
92 H -1.654 -0.321 6.332  0.04
93 H -2.039 1.129 7.279  0.05
94 H -2.535 0.683 3.295  0.02
95 H -1.174 0.076 3.793  0.06
96 H -1.284 1.907 3.526  0.13
97 C -0.724 3.550 -3.420  0.00
98 C 0.067 4.173 -2.266  -0.41
99 C 0.244 5.635 -2.462  -0.04
100 O 0.548 3.480 -1.309  -0.02
101 H -0.820 4.143 -4.292  0.07
102 H -1.668 3.138 -3.011  0.08
103 H -0.146 2.557 -3.497  0.10
104 H -0.759 6.232 -2.405  0.13
105 H 0.685 5.824 -3.451  0.09
106 H 0.862 6.083 -1.561  0.12
107 C 0.894 -5.045 -3.635  0.00
108 C 1.958 -4.126 -4.391  -0.49
109 C 2.072 -4.114 -5.861  -0.05
110 O 2.689 -3.478 -3.666  0.03
111 H 0.585 -4.799 -2.742  -0.01
112 H 1.228 -6.182 -3.813  0.14
113 H -0.115 -4.957 -4.095  0.08
114 H 2.412 -5.221 -6.222  0.14
115 H 2.796 -3.327 -6.328  0.11
116 H 1.096 -3.722 -6.399  0.12
117 C 4.174 3.270 -2.017  0.02
118 C 4.391 3.172 -0.518  -0.45
119 C 3.253 3.681 0.350  0.00
120 O 5.222 2.546 0.079  0.06
121 H 5.109 3.038 -2.445  0.08
122 H 3.760 4.140 -2.216  0.02
123 H 3.363 2.554 -2.260  0.11
124 H 3.523 3.739 1.411  0.06
125 H 2.325 3.112 0.370  0.06
126 H 2.979 4.631 -0.068  0.07

=====

[2]
ORCA calculation (ωB97M-V with the def2-TZVPD basis set) on a 4-piece molecular cluster, C45H60BCl2F5NO6S overall in a non-equilibrium geometry.

HOMO	-5.7	eV
total charge	-1
E_tot	-111562.033	eV
spin multiplicity	1
relative energy (zero: lowest compared OMol25 entry of this formula, charge and spin)	0.000	eV

Last column: Löwdin charge in e.
CARTESIAN COORDINATES (ANGSTROEM)
1 C 3.577 2.086 3.204  -0.11
2 O 4.302 0.871 3.224  -0.19
3 C 3.630 -0.232 2.635  -0.24
4 C 4.162 -0.554 1.236  -0.17
5 C 3.314 -1.640 0.531  -0.20
6 C 2.241 -1.113 -0.443  -0.20
7 C 1.015 -0.499 0.273  -0.19
8 C 1.087 1.031 0.501  -0.20
9 C 0.303 1.866 -0.546  -0.20
10 C -0.931 2.569 0.051  -0.20
11 C -2.024 2.917 -0.995  -0.22
12 C -3.445 2.741 -0.419  -0.10
13 B -3.973 1.199 -0.167  -0.72
14 C -3.022 0.090 -0.896  -0.07
15 C -3.135 0.008 -2.454  -0.26
16 C -3.971 1.076 -3.147  -0.56
17 Cl -4.042 0.726 -4.937  0.48
18 O -5.419 0.976 -0.566  -0.01
19 C -6.150 0.384 0.503  -0.36
20 C -7.621 0.801 0.340  -0.11
21 C -8.294 0.220 -0.925  -0.15
22 C -9.351 -0.864 -0.604  -0.08
23 C -9.590 -1.805 -1.767  -0.41
24 F -10.148 -1.117 -2.812  0.10
25 F -8.430 -2.339 -2.228  0.11
26 C -10.560 -3.003 -1.442  -0.60
27 F -10.072 -4.150 -1.844  0.19
28 F -10.787 -3.104 -0.146  0.17
29 F -11.735 -2.845 -2.024  0.17
30 C -6.097 -1.180 0.404  -0.06
31 C -4.997 -2.043 1.067  -0.08
32 C -5.551 -3.331 1.671  -0.54
33 O -6.558 -3.871 1.317  0.11
34 O -4.785 -3.924 2.615  0.10
35 C -5.413 1.099 1.690  -0.36
36 C -5.690 0.874 3.198  -0.07
37 C -5.912 -0.495 3.768  -0.79
38 O -5.123 -1.125 4.352  0.08
39 Cl -7.588 -1.095 3.682  0.70
40 N -5.870 2.598 1.536  0.15
41 C -5.425 3.487 2.172  -0.82
42 S -4.879 4.724 2.995  0.65
43 O -4.089 0.995 1.377  0.04
44 H 2.514 1.927 3.431  0.09
45 H 4.001 2.746 3.970  0.09
46 H 3.660 2.592 2.229  0.08
47 H 2.545 -0.067 2.592  0.10
48 H 3.801 -1.101 3.290  0.12
49 H 5.201 -0.892 1.340  0.10
50 H 4.174 0.366 0.636  0.09
51 H 3.991 -2.323 0.000  0.10
52 H 2.808 -2.247 1.300  0.11
53 H 1.899 -1.961 -1.054  0.11
54 H 2.685 -0.396 -1.149  0.10
55 H 0.903 -1.017 1.237  0.10
56 H 0.113 -0.745 -0.303  0.10
57 H 0.732 1.288 1.506  0.10
58 H 2.150 1.308 0.425  0.07
59 H 0.016 1.213 -1.383  0.10
60 H 0.963 2.631 -0.987  0.10
61 H -1.380 1.898 0.799  0.11
62 H -0.603 3.489 0.555  0.11
63 H -1.892 3.976 -1.275  0.10
64 H -1.839 2.343 -1.910  0.08
65 H -3.398 3.233 0.568  0.08
66 H -4.169 3.340 -0.995  0.10
67 H -1.961 0.188 -0.621  0.07
68 H -3.298 -0.901 -0.532  0.07
69 H -3.568 -0.960 -2.746  0.10
70 H -2.130 0.021 -2.905  0.09
71 H -5.008 1.086 -2.812  0.06
72 H -3.567 2.084 -3.078  0.06
73 H -8.179 0.478 1.230  0.10
74 H -7.678 1.891 0.301  0.11
75 H -8.818 1.039 -1.437  0.12
76 H -7.554 -0.145 -1.644  0.11
77 H -10.313 -0.362 -0.419  0.14
78 H -9.116 -1.425 0.305  0.12
79 H -6.036 -1.364 -0.676  0.13
80 H -7.048 -1.581 0.772  0.08
81 H -4.302 -2.414 0.303  0.12
82 H -4.374 -1.511 1.790  0.11
83 H -4.006 -3.376 2.792  0.11
84 H -4.808 1.245 3.738  0.14
85 H -6.545 1.484 3.514  0.12
86 C 9.716 -3.572 3.023  -0.10
87 C 8.940 -4.641 2.596  -0.10
88 C 7.559 -4.515 2.529  -0.10
89 C 6.955 -3.318 2.889  -0.10
90 C 7.730 -2.247 3.313  -0.09
91 C 9.111 -2.374 3.380  -0.10
92 H 10.793 -3.671 3.075  0.10
93 H 9.413 -5.574 2.313  0.10
94 H 6.954 -5.350 2.200  0.10
95 H 5.878 -3.215 2.841  0.10
96 H 7.256 -1.313 3.590  0.10
97 H 9.715 -1.540 3.712  0.10
98 C 5.175 2.220 -3.440  -0.10
99 C 5.297 3.510 -3.939  -0.10
100 C 4.898 4.595 -3.172  -0.10
101 C 4.376 4.392 -1.904  -0.09
102 C 4.258 3.104 -1.399  -0.09
103 C 4.654 2.017 -2.167  -0.09
104 H 5.481 1.375 -4.045  0.10
105 H 5.700 3.670 -4.931  0.10
106 H 4.986 5.599 -3.567  0.10
107 H 4.059 5.237 -1.307  0.10
108 H 3.848 2.949 -0.408  0.09
109 H 4.551 1.012 -1.776  0.08
110 C 7.793 -0.118 -2.398  -0.08
111 C 8.463 0.332 -3.527  -0.09
112 C 9.706 -0.192 -3.854  -0.10
113 C 10.277 -1.169 -3.052  -0.10
114 C 9.608 -1.618 -1.922  -0.10
115 C 8.367 -1.091 -1.592  -0.09
116 H 6.827 0.296 -2.143  0.07
117 H 8.015 1.095 -4.152  0.09
118 H 10.229 0.162 -4.734  0.10
119 H 11.246 -1.581 -3.307  0.10
120 H 10.053 -2.381 -1.297  0.10
121 H 7.848 -1.440 -0.708  0.10

=====

| no. | Kohn-Sham gap (eV) |
| --- | --- |
| 1 | 5.74 |
| 2 | 7.68 |